[1]
Entry from OMol25: a 11-piece molecular cluster, C6H36NO10 overall at a distorted geometry (the ωB97M-V functional and the def2-TZVPD basis).

Values from the calculation:
Energy relative to the best compared isomer or geometry (same formula, charge and spin)   0.000 eV
M   282.35 g mol⁻¹
Lowest unoccupied orbital energy   -2.4 eV

```
! wB97M-V def2-TZVPD RIJCOSX def2/J DEFGRID3
* xyz 1 1
C 2.71831 1.68213 0.59033
C 1.16501 1.51083 0.38079
C 0.93471 -0.00611 0.06536
C -0.58791 -0.30783 0.23864
C 1.48931 -0.49890 -1.24411
C 1.80763 -2.02853 -1.21572
N 0.66008 2.46391 -0.69864
H 2.90618 2.35443 1.43575
H 3.15629 2.15643 -0.28550
H 3.30088 0.74663 0.61340
H 0.64884 1.70848 1.33355
H 1.42618 -0.51616 0.90249
H -0.77467 -0.98340 -0.60999
H -1.13078 0.58822 0.09962
H -0.75070 -0.97072 1.07128
H 2.43701 -0.00222 -1.43253
H 0.93133 -0.31314 -2.13545
H 1.04357 -2.51174 -0.60760
H 2.65042 -2.16495 -0.51770
H 1.84901 -2.51794 -2.17648
H 0.35198 1.87836 -1.52577
H 1.41832 3.12766 -0.76964
H -0.25815 2.77981 -0.33708
H -4.43494 1.41285 -0.83299
H -3.71867 0.48735 -0.04440
O -4.15841 1.35145 0.10353
H 0.23437 -4.95818 1.86096
H 0.74667 -3.46289 2.60011
O 0.14036 -4.05765 2.15271
H -3.98342 -2.00045 -0.37867
H -2.33226 -1.88203 -0.33461
O -3.15597 -1.77452 -0.80609
H -3.55149 0.75433 -2.90685
H -3.24728 -0.79898 -2.62160
O -2.91287 0.04239 -3.00645
H 0.61573 1.56725 4.52221
H 1.42768 0.73374 3.53493
O 1.24132 1.64207 3.79177
H -1.86579 2.81089 1.61172
H -2.63181 2.07998 0.46624
O -1.81180 2.57873 0.67960
H 3.09624 -2.32971 2.69230
H 2.75238 -3.79371 2.68010
O 2.63645 -3.00024 3.21872
H -2.78183 -2.92990 2.16344
H -1.34081 -2.86800 1.85438
O -2.19459 -2.56408 1.48963
H 2.28992 3.91356 -2.77650
H 2.60956 2.55767 -3.49171
O 1.90647 3.09246 -3.10821
H -0.72066 1.45196 -3.40441
H -1.58445 0.68837 -2.37531
O -0.66296 1.08008 -2.50953
*
```

Atom charges from the natural (NBO) analysis, given in e for atoms 1 to 5:
1 C -0.647
2 C -0.048
3 C -0.209
4 C -0.645
5 C -0.441



[2]
Entry from OMol25: a 11-piece molecular cluster, C6H36NO11 overall at a distorted geometry (the ωB97M-V functional and the def2-TZVPD basis).

Values from the calculation:
Energy relative to the best compared isomer or geometry (same formula, charge and spin)   0.388 eV
M   298.35 g mol⁻¹
Lowest unoccupied orbital energy   -3.0 eV

```
! wB97M-V def2-TZVPD RIJCOSX def2/J DEFGRID3
* xyz 1 1
C -3.64158 0.77398 0.60716
O -2.78184 1.89048 0.80112
C -2.95151 -0.58618 0.40381
C -1.92263 -0.70966 -0.72849
C -0.51689 -0.97282 -0.21450
C -0.24162 -2.47794 -0.04425
C -0.05529 -3.23375 -1.37217
N 1.20786 -2.81493 -2.06766
H -4.28746 0.68697 1.47958
H -4.18185 1.07098 -0.30372
H -2.10881 1.77339 1.51199
H -3.75962 -1.34840 0.19013
H -2.47768 -0.87855 1.37315
H -2.24326 -1.46967 -1.47097
H -1.96153 0.21534 -1.35735
H 0.22833 -0.49470 -0.87561
H -0.35420 -0.44435 0.75840
H 0.66910 -2.64135 0.56538
H -1.05010 -2.96570 0.51192
H -0.00259 -4.33209 -1.20897
H -0.92507 -3.03896 -2.02637
H 1.96984 -2.56520 -1.39479
H 0.96496 -1.97303 -2.62562
H 1.57059 -3.55841 -2.67486
H 2.62974 1.49904 -0.69481
H 1.86080 1.75388 -1.99773
O 2.59084 1.24093 -1.63752
H -0.46369 -1.40306 2.58263
H -0.17298 -1.28692 4.10307
O -0.01047 -0.85750 3.25781
H -0.38174 0.20496 -4.66551
H -0.01723 0.91565 -3.33510
O -0.07648 0.03722 -3.77337
H 3.48703 2.44811 1.29025
H 2.67739 1.08169 1.56220
O 2.78818 1.86471 0.98007
H -0.59879 0.73227 3.01689
H -1.23063 2.07464 3.61730
O -0.95702 1.62081 2.80429
H 3.00347 -2.18895 0.51952
H 3.90559 -2.09448 -0.74170
O 3.28653 -2.67228 -0.27837
H -1.81742 2.76690 -0.37702
H -0.47080 3.48966 -0.02770
O -1.10248 3.33701 -0.77625
H 1.64466 -0.57094 2.71414
H 3.16732 -0.74594 3.00405
O 2.53116 -0.43503 2.33607
H 1.37435 2.82494 1.12220
H 0.06447 2.73197 1.93794
O 0.55277 3.31656 1.33376
H -0.22095 2.75348 -1.88556
H 0.43812 3.21646 -3.19214
O 0.37109 2.43876 -2.63672
*
```

Atom charges from the natural (NBO) analysis, given in e for atoms 1 to 5:
1 C -0.055
2 O -0.773
3 C -0.421
4 C -0.431
5 C -0.419